ORCA calculation (ωB97M-V/def2-TZVPD) on a molecular structure, C32H96ClO22V.

```
152
Properties=species:S:1:pos:R:3:forces:R:3:mulliken_charge:R:1
O 5.241804 -2.016086 0.561022 0.409 -0.537 -0.153 -0.7454
V 3.794344 -1.426986 0.379493 -0.206 1.332 -0.716 0.8574
O 2.814006 -2.440307 -0.292216 -0.200 -1.690 -0.305 -0.5591
Cl 0.191332 -0.508304 -0.268149 -0.779 1.004 0.837 1.7187
O 0.089983 0.574998 -1.266260 0.771 -0.541 0.823 -0.9122
O -0.871146 -0.366827 0.699420 0.157 0.020 -0.274 -1.2981
O 0.058429 -1.754107 -0.928613 0.460 -0.649 -0.441 -0.4546
O 1.446158 -0.371939 0.470282 -0.329 0.289 -0.573 0.5275
C -2.801821 -3.420581 4.602025 -1.094 0.168 -2.088 -0.7642
O -2.858678 -3.012105 3.163637 0.340 -0.619 1.998 -0.4684
H -3.055055 -4.485090 4.704117 0.426 0.151 -0.080 0.2749
H -1.851201 -3.167732 5.055675 0.137 0.023 0.042 0.2361
H -3.628991 -2.884671 5.053810 0.157 0.256 0.278 0.2773
H -2.075377 -3.385775 2.713941 -0.188 0.051 -0.129 0.3970
C 3.274820 4.284334 3.778353 0.358 -1.136 0.368 -0.5516
O 3.066865 2.917309 4.158489 -0.012 -0.030 -0.717 -0.5606
H 3.995235 4.398599 2.934027 -0.488 -0.050 0.429 0.1183
H 2.309002 4.702640 3.547681 -0.205 0.630 -0.283 0.2236
H 3.681682 4.735680 4.678031 0.094 0.460 -0.146 0.3201
H 2.425851 2.529337 3.521616 0.335 0.067 0.362 -0.1120
C -4.741979 -2.864741 -2.863768 0.888 -1.287 0.526 -0.3102
O -4.068486 -3.963760 -3.508231 0.049 0.665 -0.575 -0.5484
H -5.557213 -2.421277 -3.426298 -0.162 -0.130 -0.222 0.4079
H -5.072715 -3.344617 -1.944524 -0.622 0.333 0.054 0.2598
H -4.059567 -2.091119 -2.530692 0.332 0.297 -0.232 -0.1204
H -3.430938 -3.671885 -4.196959 -0.530 0.117 0.531 0.3360
C 4.838950 1.072394 1.812044 0.899 0.882 0.201 -0.6682
O 3.863136 0.535399 0.964465 -0.225 -1.300 0.137 1.8466
H 4.803910 2.142331 1.694244 -0.068 0.472 0.347 0.0349
H 4.744234 0.817928 2.867654 -0.435 -0.160 -0.180 0.0569
H 5.815686 0.775619 1.465493 0.436 -0.353 -0.043 0.2055
H 3.355259 1.196896 0.457203 -0.508 0.702 -0.351 -0.2485
C -5.229374 -1.643721 1.028955 -0.258 0.714 -0.104 -0.3919
O -5.173850 -2.948318 1.475841 0.533 -1.127 0.545 -0.5345
H -5.724151 -0.975256 1.725908 -0.136 0.220 0.414 0.3941
H -4.266029 -1.220136 0.803233 0.705 0.168 -0.086 -0.0976
H -5.806555 -1.604652 0.122531 -0.342 -0.103 -0.563 0.3250
H -4.389544 -3.056728 2.055738 -0.410 0.140 -0.130 0.4301
C -0.075573 2.558059 2.398069 0.233 0.203 0.872 -1.1659
O 1.109226 1.772442 2.620273 -0.420 -0.617 -0.867 2.2058
H -0.018767 3.404790 3.090371 -0.017 -0.126 -0.186 0.4547
H -0.162189 2.929669 1.395462 0.231 0.157 -0.676 0.1612
H -0.995568 2.024161 2.620994 0.048 -0.364 0.019 0.0942
H 1.164881 1.068036 1.932503 -0.123 0.758 0.486 -1.4183
C -2.917398 4.500706 2.245209 -0.725 -0.914 -0.581 -0.3495
O -2.089595 4.960955 3.292629 0.102 0.524 0.167 -0.4427
H -3.777916 3.897301 2.616069 0.587 0.164 0.038 0.2712
H -3.392314 5.262803 1.610425 0.506 0.243 0.234 0.4561
H -2.306173 3.848316 1.582507 -0.394 0.459 0.442 -0.1937
H -2.397973 5.800348 3.668890 -0.082 -0.505 -0.340 0.2699
C 5.358327 -0.299322 -2.035863 -0.040 -2.014 0.536 -0.9430
O 4.067392 -0.662449 -1.533852 0.125 0.973 0.658 0.2686
H 5.284693 0.420936 -2.808803 -0.099 0.748 -0.741 0.3392
H 5.953386 0.059942 -1.208535 0.064 0.173 0.138 0.2687
H 5.796527 -1.248523 -2.393520 0.236 0.634 -0.075 0.2543
H 3.468947 -1.042231 -2.220193 -0.228 -0.264 -0.151 0.4112
C 1.317063 -2.400195 3.362108 -0.847 -0.936 -0.931 -1.3379
C 2.327704 -1.335203 3.330149 -0.099 1.024 -0.158 4.1991
C 2.942892 -1.147143 4.688753 0.638 0.178 -0.304 -1.6546
O 3.305471 -1.703157 2.306996 0.593 -1.445 1.412 -0.4658
H 1.199605 -2.774761 2.340368 -0.621 0.183 0.114 0.2990
H 0.364549 -2.042106 3.764552 0.161 -0.275 -0.109 -0.0319
H 1.677562 -3.260482 3.915300 0.004 -0.165 0.518 0.4675
H 1.922573 -0.408682 2.940995 -0.098 0.052 0.188 -2.6676
H 2.187327 -1.164322 5.461551 -0.231 -0.068 0.086 0.3006
H 3.476412 -0.223648 4.764242 0.299 0.763 0.069 0.2649
H 3.672198 -1.922480 4.872623 0.104 -0.512 0.181 0.5074
H 3.433733 -2.672261 2.442359 0.220 0.846 -0.209 0.4047
C -1.353521 3.356732 -4.343524 0.365 -0.802 1.108 -1.2492
C -0.281925 3.936336 -3.410413 0.993 -0.323 -0.197 2.0305
C 0.489307 5.035070 -4.153028 -1.378 -0.060 -0.141 -1.6297
O -0.868083 4.449628 -2.220824 0.079 -0.436 0.058 -0.6160
H -2.074724 4.143626 -4.551427 0.073 0.071 -0.410 0.4131
H -1.909057 2.571084 -3.790912 0.303 0.207 -0.432 -0.0701
H -0.867404 2.922153 -5.230909 -0.468 0.235 0.113 0.3887
H 0.500714 3.179516 -3.100944 -0.851 0.188 -0.453 -0.6094
H 0.912255 4.692871 -5.088552 0.198 -0.462 -0.112 0.3760
H 1.262443 5.457382 -3.557175 0.566 0.443 0.538 0.2910
H -0.229232 5.802829 -4.455571 0.113 0.213 0.257 0.4202
H -1.111965 3.666875 -1.672425 -0.216 0.560 -0.270 0.0452
C -0.630842 -5.928287 0.903486 0.814 1.042 0.620 -1.8862
C -0.930162 -4.526707 0.337418 -0.143 -0.289 0.945 1.5050
C -2.282460 -4.506316 -0.309675 -0.704 1.727 -0.489 -1.2064
O -0.905217 -3.543811 1.423102 0.434 -1.013 -0.339 -0.3064
H -0.750374 -6.608242 0.103697 -0.251 -0.873 -0.923 0.4957
H -1.237676 -6.284393 1.742960 -0.194 0.495 -0.178 0.3398
H 0.417016 -6.015103 1.198527 0.009 0.139 0.162 0.3914
H -0.158205 -4.256568 -0.396598 -0.038 -0.102 0.262 -0.2426
H -3.089566 -4.431589 0.436746 0.249 -0.426 -0.236 0.2648
H -2.441568 -5.299862 -1.021170 -0.088 -0.525 0.003 0.4634
H -2.378298 -3.581746 -0.921595 0.023 -0.340 0.324 0.1264
H -0.988207 -2.654093 1.068156 -0.048 0.172 -0.327 -0.0665
C 2.217076 4.575747 -0.824711 -0.477 0.545 0.068 -1.2880
C 2.990288 3.318216 -1.143680 0.178 0.566 0.032 1.3030
C 4.457022 3.399541 -0.808767 1.016 -0.127 -1.411 -1.7113
O 2.455358 2.260937 -0.353734 -0.465 -0.646 -0.050 0.1498
H 2.327218 4.932528 0.214266 0.411 -0.253 -0.373 0.1835
H 1.162143 4.349207 -0.914588 -0.357 0.033 -0.189 0.2803
H 2.399744 5.403350 -1.523787 0.219 -0.223 0.228 0.3309
H 2.892763 3.067557 -2.209088 -0.109 0.017 0.110 0.1660
H 4.912212 2.406911 -0.933236 -0.076 0.139 0.234 0.2087
H 4.651513 3.779409 0.172665 -0.049 0.139 0.728 0.2114
H 5.030573 4.044638 -1.513303 -0.644 -0.211 0.367 0.4063
H 1.607660 1.935885 -0.719568 0.369 0.141 0.177 -1.0787
C 0.159846 -0.681874 -4.178431 -0.717 -0.179 0.403 0.2309
C 1.664542 -0.784568 -4.154608 0.331 -0.018 -1.051 0.7272
C 2.319316 0.569036 -3.991010 1.031 -0.842 0.389 -1.7134
O 2.246685 -1.708488 -3.172114 -0.019 0.664 -0.443 -0.8056
H -0.274172 -0.033615 -4.969968 0.787 -0.284 0.274 0.5053
H -0.207690 -0.288658 -3.228642 0.046 -0.066 -0.144 -0.4738
H -0.281548 -1.660543 -4.322344 -0.198 -0.294 -0.044 -0.3273
H 2.022640 -1.150425 -5.134365 -0.243 -0.220 0.339 0.4031
H 2.017143 1.005746 -3.047903 -0.072 0.434 0.075 0.0987
H 2.199848 1.207247 -4.851492 -0.599 0.314 -0.160 0.7180
H 3.395818 0.370099 -3.976961 0.057 0.237 0.244 0.2934
H 1.637180 -2.159967 -2.572830 -0.420 0.333 -0.120 0.0234
C 0.134797 -4.539292 -6.040409 0.393 0.603 -0.484 -1.2509
C -1.184950 -4.667032 -5.320499 -0.855 -0.734 -0.147 0.5095
C -1.019093 -5.005668 -3.885030 0.455 -0.015 0.933 -1.1639
O -1.984771 -3.474442 -5.400062 0.490 0.239 0.615 -0.5189
H 0.774934 -5.430740 -6.114210 -0.585 -0.023 0.367 0.4056
H 0.756595 -3.750454 -5.581305 -0.317 -0.146 -0.227 0.1000
H -0.111237 -4.271797 -7.066237 0.323 0.271 -0.227 0.3817
H -1.793597 -5.472303 -5.755131 0.245 -0.006 -0.229 0.4795
H -1.945562 -5.201072 -3.348982 -0.104 0.251 -0.147 0.3535
H -0.440297 -4.232635 -3.362243 -0.178 -0.045 -0.003 -0.0115
H -0.439316 -5.915852 -3.853522 0.313 -0.367 0.176 0.4704
H -2.301530 -3.335063 -6.285630 -0.068 -0.016 -0.640 0.2557
C -0.175371 2.411128 6.014446 -1.221 1.290 0.085 -1.2865
C -1.208735 1.433789 5.489222 0.057 -0.756 0.074 1.0312
C -0.546857 0.066227 5.218485 -0.851 0.335 -0.283 -0.2943
O -2.353577 1.342551 6.354189 0.000 -0.204 0.383 -0.6265
H -0.670083 3.409437 6.004821 0.501 -0.418 -0.073 0.2373
H 0.742835 2.467513 5.420608 -0.096 -0.216 0.297 0.1875
H -0.028784 2.208089 7.072333 0.596 -0.218 0.083 0.4902
H -1.673316 1.845975 4.590729 0.261 -0.240 -0.087 -0.2692
H -1.261101 -0.669016 4.853113 -0.329 0.022 -0.007 0.2498
H -0.129275 -0.335541 6.140176 0.338 0.065 0.064 0.4834
H 0.196193 0.169374 4.426242 0.220 0.134 0.299 -0.5784
H -2.191115 0.895159 7.206362 0.393 0.278 -0.720 0.3476
C -4.178928 2.900862 -1.148318 0.226 -0.542 -0.142 -1.5442
C -3.304886 1.756746 -0.685045 0.747 -0.205 -0.348 0.9409
C -3.423317 0.564795 -1.623026 -0.095 -0.442 0.250 -1.5165
O -1.916761 2.199697 -0.638036 -1.065 0.400 -0.108 0.8187
H -3.798062 3.284118 -2.095265 -0.063 0.012 -0.030 0.2296
H -4.236206 3.699522 -0.446007 0.195 0.710 0.614 0.3223
H -5.189067 2.538992 -1.274807 -0.345 -0.131 -0.204 0.4549
H -3.556528 1.378229 0.310182 -0.196 0.340 0.133 0.1511
H -3.140377 0.793390 -2.644465 -0.119 0.328 -0.288 0.3478
H -4.450538 0.151924 -1.605189 0.530 0.171 -0.025 0.5147
H -2.720378 -0.210067 -1.300708 -0.239 -0.150 0.096 0.1165
H -1.373202 1.419989 -0.789774 0.188 0.056 0.052 -0.4580
```
Positions in Å, forces in eV/Å.

- Gap between HOMO and LUMO: 9.11 eV
- DFT total energy: -117988.0767 eV
- LUMO level: -0.2 eV